# 1
The following is a quantum chemistry calculation of a structure of composition C9H9BaF3O13P, from OMol25.

Summary:
Largest force on an atom in eV Å⁻¹: 7.99
Energy above the lowest of the compared OMol25 structures with the same formula, charge and spin in kcal/mol: 60.4
Net charge: -1
HOMO-LUMO gap in eV: 2.62

CARTESIAN COORDINATES (ANGSTROEM)
O (-2.08, -3.65, 1.16)
Ba (-1.50, -1.30, 2.18)
C (0.49, -1.60, -3.35)
H (0.16, 0.34, -4.54)
C (-0.32, -0.37, -3.86)
O (1.13, -1.21, 0.88)
O (-2.90, -2.99, 3.40)
F (-2.92, 4.84, -0.15)
O (-1.80, 3.59, 1.38)
H (-1.33, -0.60, -4.22)
H (3.20, -0.70, 2.82)
H (0.24, 4.90, -0.59)
C (1.91, -2.24, 0.77)
O (3.13, -1.99, 1.27)
C (3.23, -0.68, 1.73)
F (2.17, 0.54, 0.00)
O (-0.02, -1.77, -2.10)
O (-2.59, -5.50, 2.86)
H (1.53, 0.57, 1.91)
H (-1.51, 5.62, 0.96)
O (-0.43, 0.29, -2.63)
H (0.46, -2.50, -3.97)
C (1.92, -0.11, 1.15)
C (-1.71, 4.69, 0.42)
O (1.57, -3.27, 0.17)
O (-1.15, -0.40, -0.63)
O (-0.88, 1.58, 1.69)
C (-0.59, 4.21, -0.46)
C (-0.53, -0.61, -1.69)
O (-0.57, -3.90, 2.82)
P (-2.13, -4.09, 2.68)
H (-0.94, 4.06, -1.49)
O (-0.14, 3.00, 0.13)
H (4.06, -0.07, 1.38)
C (-0.94, 2.64, 1.10)
F (1.80, -1.33, -3.22)

---

# 2
The following is a quantum chemistry calculation of a structure of composition C9H9Br2N3OSTe4V, from OMol25.

Summary:
Largest force on an atom in eV Å⁻¹: 0.50
2S+1: 2
Net charge: -2
HOMO-LUMO gap (spin up / spin down) in eV: 4.40 / 4.41

CARTESIAN COORDINATES (ANGSTROEM)
S (0.07, -3.12, -0.75)
C (0.85, 1.86, 0.70)
H (1.33, 3.66, -0.35)
O (1.08, 1.12, -0.34)
Te (1.96, -2.41, -9.23)
C (0.45, 1.32, 1.95)
H (-0.40, -5.21, 0.89)
Te (2.15, -1.08, -3.12)
H (-0.07, -0.39, 3.16)
C (1.03, 3.26, 0.61)
H (0.97, 5.15, 1.60)
N (-0.16, -2.24, 1.81)
C (0.82, 4.08, 1.70)
Br (-1.23, -0.20, -2.44)
C (0.25, 2.18, 3.04)
Br (-2.92, 0.29, 0.27)
N (-0.69, -4.42, 1.44)
C (0.20, -0.08, 2.15)
Te (0.64, -1.46, -5.36)
H (0.27, 4.19, 3.79)
C (-3.00, -0.07, -1.62)
H (-0.54, -4.52, 2.44)
H (-3.53, 0.74, -2.10)
Te (2.94, -1.93, -6.74)
N (0.20, -1.02, 1.26)
V (0.70, -0.76, -0.85)
C (-0.26, -3.19, 0.94)
H (-0.05, 1.74, 3.98)
H (-3.50, -1.02, -1.76)
C (0.43, 3.55, 2.93)

---

> Look up the largest force on an atom of the second one.

0.50 eV Å⁻¹